# C6H10O8S

2 unconnected molecules or ions with the total composition C6H10O8S (wB97M-V/def2-TZVPD, the Open Molecules 2025 dataset).

XYZ file:
```
25
Properties=species:S:1:pos:R:3:forces:R:3:lowdin_charge:R:1
C 2.22652 -2.05738 -0.04069 2.33 -0.51 0.86 0.091
C 1.23842 -0.05138 -0.35063 -1.61 1.38 0.02 -0.391
C 1.97943 0.92098 0.25255 -0.33 -1.70 0.31 -0.659
C -2.49442 0.15730 0.64563 -0.43 -1.64 -2.04 -0.120
C -0.13251 -0.56101 0.19552 1.62 0.67 -1.34 -0.464
C -1.15179 0.61241 -0.03408 -1.82 -3.95 -0.34 -0.517
O 3.29254 -1.70806 0.16333 -0.97 -1.13 -0.20 0.089
O 1.46817 -0.48540 -1.61508 0.51 0.39 -1.13 -0.015
O 1.66003 1.29452 1.56167 2.91 1.54 -1.93 0.006
O -3.50718 0.79059 -0.14532 -0.20 -0.11 1.07 -0.061
O 0.10306 -0.84747 1.54039 -2.66 -2.83 0.82 0.018
O -0.56560 -1.73574 -0.49397 -0.73 1.64 0.77 0.034
O -0.70409 1.78318 0.47522 0.60 0.48 -0.67 0.082
O -1.39178 0.60474 -1.44575 -0.83 0.16 -0.70 0.011
S 3.57980 1.37622 -0.31630 -0.19 -0.74 -1.63 0.862
H -2.48679 0.43083 1.66718 -0.21 0.53 1.12 0.111
H -2.75579 -0.99491 0.56990 1.06 2.28 0.04 0.173
H 0.62653 -0.82125 -1.95843 0.04 0.42 -0.26 0.118
H 1.01203 0.68028 1.80175 -1.79 -1.48 1.40 0.036
H -3.14230 1.67456 -0.22693 -0.53 0.62 -0.27 0.092
H -0.51541 -1.67212 1.69023 1.79 2.33 0.08 0.198
H 0.20257 -2.18902 -0.82592 0.76 -0.66 0.25 0.052
H 0.24384 1.87471 0.15916 -1.40 0.29 0.31 0.119
H -2.34368 0.32730 -1.71948 2.28 0.76 1.40 0.160
H 3.55838 0.59609 -1.54993 -0.21 1.25 2.06 -0.024
```
Forces are in eV/Å.

Results
total charge: 0
spin multiplicity: 1
LUMO: 0.436 eV
DFT total energy: -33595.920 eV
M: 242.21 g mol⁻¹
F_max: 4.4 eV/Å



# C6H7NO2S

A single C6H7NO2S molecule (wB97M-V/def2-TZVPD, the Open Molecules 2025 dataset).

XYZ file:
```
17
Properties=species:S:1:pos:R:3:forces:R:3:lowdin_charge:R:1
C -3.02346 0.36512 -1.01837 -0.50 -5.42 0.84 -0.070
C -1.58366 0.27488 -0.46060 -4.96 1.10 1.11 -0.659
N -0.62352 -0.10309 -1.12935 3.66 -1.93 -2.60 0.082
C 0.56379 -0.24779 -0.40248 -1.39 2.57 0.67 -0.314
C 1.83714 -0.56040 -1.07387 0.54 6.31 2.90 0.003
C 0.38389 0.22873 0.85200 0.93 -0.79 2.51 -0.397
C 1.41463 0.28836 2.00670 -1.73 2.05 -3.04 -0.560
O 1.55835 1.26400 2.69697 -0.14 -0.61 0.68 0.103
O 2.23575 -0.72455 1.92223 1.36 -0.89 1.59 0.134
S -1.25092 0.62249 1.19916 0.09 0.29 -0.08 1.112
H -3.83680 -0.35995 -0.42275 2.45 1.60 -1.34 0.140
H -3.50798 1.22976 -1.01682 -1.41 4.38 0.88 -0.008
H -3.18601 0.11879 -2.08494 1.04 -0.57 0.49 0.079
H 1.55955 -0.55104 -2.00723 -0.88 0.31 -5.53 0.025
H 1.93853 -1.48746 -0.85684 2.31 -6.21 1.63 0.024
H 2.67802 0.21562 -0.89154 -1.32 -1.79 -0.02 0.150
H 2.84272 -0.57349 2.68772 -0.05 -0.40 -0.71 0.157
```
Forces are in eV/Å.

Results
total charge: 0
spin multiplicity: 1
LUMO: 0.640 eV
DFT total energy: -22754.304 eV
M: 157.19 g mol⁻¹
SMILES string: Cc1nc(C)c(C(=O)O)s1
F_max: 7.0 eV/Å